The following is a quantum chemistry calculation of a structure of composition C43H50Cl72N6O4P in a non-equilibrium geometry, from OMol25.

XYZ file:
```
176
Properties=species:S:1:pos:R:3:forces:R:3
H 8.619 -1.447 -0.942 -1.595 0.976 1.334
C -5.588 -1.173 -4.359 -1.279 1.139 0.654
H -6.174 -3.705 -3.359 -1.250 0.762 0.173
Cl -1.659 0.931 -9.030 -0.040 0.224 0.132
H 1.559 0.461 -3.220 0.007 1.127 -1.236
H -4.298 2.208 -7.257 -0.177 -1.075 2.201
Cl -0.412 -0.688 4.631 -0.056 0.075 -0.347
N -3.430 1.167 -3.874 0.924 -0.769 0.828
H -2.017 3.853 -5.111 -0.389 -0.456 0.726
Cl 8.811 -11.770 0.711 -0.147 0.127 -0.185
H 4.547 -0.118 -4.065 0.386 0.858 1.491
C 1.515 1.220 -4.086 -0.383 0.253 -0.064
H -11.948 1.500 -1.920 1.021 1.145 -0.238
H -5.682 -0.351 -5.162 0.388 -1.466 0.862
H -4.899 -0.921 -0.836 0.800 -0.275 -1.318
C -11.110 2.241 -2.145 0.773 -0.275 0.379
C -4.785 1.154 -3.245 -3.753 -1.011 0.982
Cl 5.021 -4.678 8.558 0.023 0.118 -0.345
C -0.951 1.211 -3.354 0.161 0.835 -1.587
N -1.348 4.752 -2.829 -0.064 -0.790 -1.201
C -2.648 2.013 -1.557 -1.028 0.478 -0.321
Cl 7.194 -5.576 12.078 0.306 0.013 0.180
H -5.623 1.550 -3.933 1.982 -0.090 0.758
C -4.224 2.334 -6.123 -2.581 0.869 0.161
Cl -8.382 -0.374 6.186 -0.121 0.181 0.092
C 2.925 -7.658 11.120 -0.026 -0.070 0.014
Cl 8.033 -9.325 -0.642 -0.061 -0.288 -0.103
Cl 8.326 -11.786 -2.149 -0.078 0.107 0.256
Cl 11.187 7.700 -0.303 0.218 -0.049 -0.045
N -4.895 3.346 -5.633 1.713 -2.165 -0.746
Cl -12.023 -0.343 0.858 -0.062 0.083 0.165
H -4.107 3.034 -0.430 0.615 0.032 -0.844
Cl 8.580 -8.327 2.592 0.054 0.343 0.129
H -5.346 3.845 -6.421 0.151 -0.324 0.600
O -1.750 3.567 0.276 -1.419 -1.468 -1.356
H -0.652 5.156 -3.482 -0.397 -0.322 0.862
C 8.364 -6.064 13.323 0.077 0.052 0.104
C 1.094 7.733 -4.922 0.002 0.431 0.093
Cl 7.495 -6.552 14.792 0.125 0.071 -0.265
Cl 0.563 -9.684 -1.089 0.168 -0.113 0.126
H -4.727 -2.299 -2.027 0.396 1.599 0.211
C 4.778 -4.257 6.851 0.083 0.104 0.149
H -8.546 3.775 -0.407 0.031 -0.548 -1.368
C -8.706 3.136 -1.334 -0.409 -1.490 0.524
C -12.572 0.411 2.371 -0.082 -0.015 0.154
Cl 3.286 -9.429 -0.122 -0.285 -0.128 0.003
Cl 5.890 3.423 6.263 -0.056 0.062 -0.292
C 12.805 7.187 -0.831 0.119 -0.006 -0.021
Cl -7.949 1.825 8.028 -0.194 -0.149 -0.177
Cl 12.723 5.533 -1.471 0.024 0.258 0.104
C 1.840 -10.460 -0.128 0.038 -0.010 0.058
H -5.247 1.277 -0.970 0.650 0.113 -1.731
H -2.935 0.962 -1.220 0.783 0.955 -0.539
Cl 3.620 -2.592 3.358 0.004 0.160 -0.245
O 6.035 0.500 -2.729 -0.325 -0.207 2.568
Cl 0.607 -3.019 -7.188 0.013 0.044 0.324
H -4.780 -1.938 -4.592 -0.984 0.973 0.175
H -7.510 -2.799 -2.333 0.834 -0.737 -1.139
C -7.075 -1.833 -4.294 0.984 -0.066 -0.911
C -2.367 2.002 -3.148 2.025 -0.716 1.302
Cl 10.455 -6.205 3.216 -0.290 -0.043 -0.092
C 8.467 -0.498 -0.318 -1.143 1.367 -0.991
C 13.784 -4.667 14.625 0.028 -0.075 0.016
Cl 14.062 -4.840 16.370 -0.051 0.038 -0.288
Cl 0.489 -1.137 1.913 -0.575 0.351 0.375
H -1.019 0.433 -4.222 -0.162 1.313 1.439
C 0.242 2.199 -3.844 1.188 -1.965 0.277
Cl 3.129 -4.704 6.360 0.195 0.046 0.044
Cl 0.777 -4.746 -4.866 -0.014 0.389 -0.090
C -7.451 2.147 -1.571 -1.526 0.423 -0.980
Cl 3.777 0.265 2.883 0.087 -0.298 -0.137
P -2.310 3.823 -3.694 -0.095 2.117 0.638
C -4.995 1.947 -1.880 -1.183 1.301 1.137
H 2.777 3.123 -4.396 0.099 -1.576 0.548
H 1.328 0.603 -5.032 0.183 0.853 1.212
C -9.964 2.155 -1.013 -0.308 -0.394 -0.433
Cl 8.455 -5.814 1.151 0.020 -0.092 0.204
H 4.203 -0.511 -2.313 0.680 1.340 -0.802
Cl 9.437 -4.700 13.694 -0.254 -0.205 -0.082
C 4.095 -1.339 2.192 0.173 0.083 0.193
Cl -11.393 5.397 4.492 -0.130 0.073 -0.217
Cl 8.976 4.179 -4.510 -0.152 0.036 0.260
H -3.381 -1.034 -1.930 -1.455 -0.238 0.110
C 6.303 0.595 -1.349 -0.304 0.230 0.709
C 0.869 -3.067 -5.433 0.264 -0.311 -0.174
Cl 9.095 5.603 -1.987 -0.224 -0.244 -0.207
C 4.623 0.310 -2.999 -1.599 -0.368 -0.484
Cl 15.334 -4.769 13.765 -0.252 0.031 0.137
C -3.362 1.261 -5.368 -0.281 -0.428 -2.416
Cl 2.242 -12.036 -0.841 -0.050 0.258 0.109
H -3.685 0.229 -5.770 0.334 1.655 0.592
C 7.830 0.681 -0.845 1.047 -2.667 0.790
Cl 4.592 -7.290 11.610 -0.400 -0.084 -0.119
Cl -11.789 5.295 1.620 -0.027 0.170 0.125
H -6.384 -0.198 -2.542 1.696 -0.085 -0.600
Cl 0.181 3.074 -8.368 -0.309 -0.094 -0.006
C -9.154 0.987 7.028 -0.024 0.052 0.101
Cl 1.797 -7.014 12.331 0.184 -0.096 -0.192
H 4.533 2.537 -2.764 -1.108 -1.326 0.205
H -10.637 1.919 -3.142 -0.755 0.650 1.335
Cl 2.595 -6.908 9.545 -0.028 -0.173 0.258
Cl -14.293 0.053 2.620 0.312 0.068 -0.065
H -9.619 1.055 -1.015 -0.327 1.631 0.119
H 8.435 1.670 -0.851 -1.808 -1.981 1.809
C 2.910 2.004 -4.186 0.115 -1.201 -0.086
Cl 3.153 -1.533 0.698 0.528 -0.161 -0.185
Cl 5.952 -5.136 5.848 -0.785 0.354 0.813
C -1.430 2.489 -0.658 1.291 -1.229 1.088
H -2.282 1.374 -5.754 -1.495 -0.049 1.036
C 7.820 -11.088 -0.596 -0.008 -0.035 -0.041
H -7.356 -2.093 -5.379 0.394 0.241 1.627
H -7.770 1.466 -2.445 0.395 0.739 1.406
Cl 7.659 -5.928 3.938 0.724 -0.261 -0.905
N -6.212 2.847 -2.007 0.500 -0.642 1.496
C -1.463 2.694 -8.922 0.395 0.283 -0.450
Cl 3.993 3.388 4.069 0.164 0.140 0.081
H -3.651 4.321 -3.555 0.587 -0.985 -0.407
C 8.115 4.520 -2.995 0.033 0.183 -0.099
C -5.329 -0.364 -2.973 -0.113 -0.126 -0.220
H 3.089 1.606 -1.961 1.060 0.365 -1.138
Cl 5.826 -1.494 1.833 -0.353 -0.065 0.099
H -10.389 2.337 0.035 0.540 -0.094 -1.560
O 5.442 0.652 -0.450 2.505 -0.155 -3.339
Cl -0.073 8.397 -3.762 0.217 -0.208 -0.225
Cl -0.431 1.493 2.724 -0.036 -0.255 0.018
C -7.154 -3.132 -3.363 -1.143 0.569 -0.558
Cl -10.462 0.378 8.062 0.222 0.098 -0.202
Cl 0.882 5.970 -5.029 0.214 0.074 -0.208
Cl 7.827 2.997 -2.121 0.017 1.786 -1.113
Cl -0.383 -2.098 -4.621 0.050 -0.100 -0.013
H -0.658 0.597 -2.436 -0.432 1.102 -1.041
Cl 2.745 8.096 -4.378 -0.304 -0.133 -0.112
N -0.625 4.380 0.331 0.558 2.629 -0.851
Cl -12.340 2.169 2.273 -0.042 -0.324 0.011
H -3.071 0.198 -3.696 -0.338 0.787 -0.098
Cl 1.270 -10.691 1.537 0.092 0.041 -0.285
H -6.035 3.561 -1.271 -0.199 -0.297 -0.902
H 0.518 2.981 -3.070 -0.530 -0.906 -1.043
Cl -9.822 2.118 5.833 0.104 -0.128 0.159
Cl -14.057 5.687 3.384 0.321 0.033 -0.063
H -8.967 3.762 -2.245 0.641 -0.679 1.164
Cl 6.558 5.296 -3.360 0.154 -0.120 0.045
C -4.516 -1.183 -1.876 -0.378 -0.444 -0.191
H -7.977 -3.818 -3.785 1.321 0.957 0.739
H 8.798 -0.549 0.771 0.960 0.695 -1.943
C -12.337 6.047 3.135 -0.094 0.105 0.129
Cl 9.329 -7.430 12.724 -0.145 0.204 0.078
Cl -11.629 -0.233 3.730 -0.143 0.063 -0.249
H 0.028 2.674 -4.857 -0.028 -0.404 1.398
O -0.910 5.499 0.090 0.451 -1.479 0.955
Cl -2.644 3.345 -7.761 1.854 0.956 -1.347
C -0.670 -0.255 2.930 0.123 -0.104 0.147
Cl 5.007 -2.511 6.630 -0.023 -0.263 0.083
Cl -2.328 -0.687 2.453 0.115 0.079 0.013
Cl -12.106 7.804 3.040 -0.025 -0.327 0.000
H -1.120 1.593 -0.001 -0.529 1.166 -1.062
Cl -1.736 3.421 -10.516 0.028 -0.182 0.394
H -11.506 3.304 -2.217 0.372 -1.421 -0.030
Cl 12.709 -5.965 14.064 0.230 0.182 0.093
Cl 13.029 -3.092 14.299 0.088 -0.221 0.041
Cl 6.110 -11.469 -0.304 0.312 0.042 -0.051
Cl 2.470 -2.400 -5.054 -0.314 -0.071 -0.032
Cl 5.877 5.578 4.323 -0.057 -0.295 0.033
N -3.892 2.848 -1.430 0.366 -1.518 0.143
Cl 13.920 7.232 0.551 -0.211 -0.005 -0.233
H -7.355 1.529 -0.618 0.136 0.572 -1.085
C 8.788 -6.569 2.725 0.112 -0.177 0.060
H -7.786 -0.990 -3.983 0.877 -1.329 -0.262
H -0.492 2.803 -1.213 -1.483 -0.427 0.282
H 3.489 1.564 -5.077 -0.787 0.814 1.177
Cl 0.823 8.458 -6.520 0.047 -0.188 0.264
C 3.770 1.683 -2.874 0.675 0.320 -0.462
Cl 2.718 -9.417 10.995 0.032 0.278 0.020
C 5.643 3.833 4.553 0.122 -0.002 0.026
Cl 13.389 8.285 -2.099 -0.118 -0.187 0.215
Cl 6.811 2.942 3.555 -0.218 0.122 0.138
```
Positions in Å, forces in eV/Å.

Output
Charge ... +1
Frontier orbital gap ... 7.696 eV
Spin multiplicity ... 1
HOMO ... -0.37029 hartree
Largest force on an atom ... 4.2 eV Å⁻¹